A molecular structure, C50H112Br3LiN7O7 at a distorted geometry. Source: OMol25; level of theory: ωB97M-V/def2-TZVPD.

Calculated values
* orbital gap: 5.5 eV
* electronic energy: -10609.802549 Eh
* net charge: +5

Structure (XYZ):
```
180
Properties=species:S:1:pos:R:3:forces:R:3:mulliken_charge:R:1
Li 16.3839 17.1708 13.8483 -0.3 -0.1 0.2 0.592
C 12.6203 14.6457 11.7102 0.2 0.0 -1.4 -1.881
C 11.6973 13.8070 10.8055 -2.0 -0.6 -0.4 1.455
C 10.7817 12.8402 11.6371 -0.7 0.3 -1.5 -0.668
C 9.4624 12.3659 10.9651 0.6 -0.2 -0.6 -1.071
C 8.5786 13.5198 10.5481 -0.8 0.5 1.5 -0.942
C 9.2166 14.5727 9.6632 -0.1 -0.4 -0.7 0.868
N 10.7125 14.6952 10.0491 3.3 8.0 -3.1 1.114
O 11.2896 15.8113 9.5355 -3.5 -6.6 3.2 -0.346
C 8.4433 15.9711 9.7609 1.6 -0.9 -0.6 -1.431
C 9.3664 13.8884 8.2489 0.4 0.7 -0.4 -1.453
C 12.4286 13.0073 9.6907 0.4 0.3 1.0 -1.641
H 13.2652 13.9352 12.2255 0.0 0.0 0.2 0.446
H 12.1193 15.3103 12.3970 -0.5 -0.2 0.4 0.247
H 13.2402 15.3017 11.0934 0.1 -0.2 0.0 0.383
H 10.5079 13.3872 12.5145 0.1 0.0 1.0 -0.116
H 11.3204 11.9310 11.8013 0.7 -0.3 0.7 0.683
H 8.8877 11.7715 11.6649 0.1 -0.1 0.4 0.493
H 9.6671 11.6370 10.1675 0.1 0.4 -0.1 0.417
H 8.1967 13.9657 11.4947 0.4 0.2 -0.4 0.316
H 7.6421 13.2117 10.0843 0.2 -0.2 -0.3 0.548
H 8.6894 16.4304 10.7244 -0.4 -0.2 0.0 0.323
H 7.3821 15.7713 9.6202 0.1 -0.1 0.3 0.394
H 8.7383 16.6862 8.9871 0.1 -0.3 0.0 0.387
H 9.9838 14.4060 7.5234 0.5 0.4 0.3 0.391
H 8.4661 13.7842 7.6743 -1.1 0.1 0.5 0.436
H 9.7513 12.8893 8.3547 0.2 -0.4 0.2 0.335
H 11.7654 12.2826 9.2390 0.0 0.0 -0.3 0.441
H 13.1347 12.4758 10.3180 0.4 -0.5 -0.2 0.473
H 12.9998 13.5869 8.9534 -0.5 0.1 0.3 0.331
C 19.2600 17.3424 7.5317 -0.5 -0.2 -0.6 -1.627
C 19.0162 17.3865 9.0570 -1.7 0.2 0.2 1.291
C 17.7253 18.1945 9.3802 1.3 0.3 1.0 -0.442
C 16.4440 17.5465 9.0172 -1.3 -0.6 -0.1 -1.310
C 16.3213 16.1629 9.7262 -0.6 2.0 -0.6 -0.998
C 17.4218 15.2228 9.3615 0.3 0.2 -0.5 1.563
N 18.7160 15.9871 9.4665 7.2 -5.0 -0.1 1.190
O 19.8199 15.2385 9.6975 -6.8 4.3 -1.0 -0.329
C 17.2663 14.6900 7.9176 1.4 -0.7 0.1 -1.414
C 17.5427 14.0582 10.2718 -1.3 -0.5 1.3 -2.129
C 20.1801 17.8519 9.8850 1.5 0.0 -0.4 -1.603
H 18.3239 17.3135 6.9489 0.2 -0.3 0.4 0.422
H 19.9123 16.5144 7.1956 -0.1 0.7 0.3 0.343
H 19.6360 18.3260 7.2823 0.7 0.1 0.0 0.455
H 17.8182 19.1482 8.8662 0.2 0.2 0.2 0.689
H 17.7538 18.3345 10.4872 -0.1 0.2 -0.6 -0.212
H 16.2681 17.5630 7.9286 0.1 -0.4 0.3 0.458
H 15.6319 18.1528 9.4385 0.1 0.0 -0.1 0.482
H 15.3461 15.7476 9.5009 0.0 -0.4 -0.1 0.230
H 16.3215 16.4340 10.7714 0.1 -0.3 0.6 0.321
H 17.9928 13.8490 7.9152 -0.2 0.7 -0.8 0.432
H 17.4479 15.4278 7.1210 -0.3 -0.6 0.4 0.301
H 16.2993 14.1945 7.8447 -0.2 0.4 0.0 0.339
H 18.2016 13.2756 10.0066 1.1 -0.4 -0.7 0.659
H 16.5720 13.5418 10.2984 0.0 0.4 0.2 0.447
H 17.8210 14.4092 11.2590 -0.2 0.0 0.4 0.318
H 20.0507 17.5608 10.9186 0.0 -0.1 0.3 0.277
H 20.3663 18.9305 9.8616 -0.6 -0.1 -0.3 0.357
H 21.1081 17.4176 9.4893 -0.2 0.0 0.3 0.435
C 18.9329 12.6801 13.4460 -0.3 -0.9 0.9 -1.843
C 18.8264 12.3783 15.0431 1.8 -1.2 -2.4 1.791
C 18.4615 10.9009 15.1726 -1.1 0.7 1.6 -1.209
C 19.5151 9.8575 14.9104 0.3 0.0 -1.1 -0.859
C 20.8471 10.2052 15.5999 -1.4 -1.2 1.1 -1.078
C 21.3724 11.6321 15.5424 -0.4 -0.7 -2.2 0.915
N 20.2105 12.5076 15.5202 1.3 9.2 2.6 0.686
O 20.4677 13.7861 15.9521 -1.1 -7.3 -2.3 -0.193
C 22.1511 12.0032 14.1915 0.8 0.2 1.7 -1.461
C 22.1933 11.9462 16.7487 0.7 0.5 0.7 -1.532
C 17.9785 13.3555 15.7804 -1.0 -0.5 1.1 -2.057
H 19.2543 11.7781 12.8770 -0.4 0.5 0.6 0.429
H 19.6114 13.4791 13.1755 -0.2 0.5 0.2 0.525
H 17.8703 12.9051 13.2993 0.4 0.1 -0.7 0.406
H 17.5028 10.7643 14.6742 0.1 -0.2 -0.4 0.394
H 18.1935 10.8467 16.2381 0.0 -0.4 0.0 0.486
H 19.6455 9.5844 13.8566 0.0 0.5 -0.1 0.353
H 19.0814 8.9464 15.3143 0.4 -0.2 0.3 0.511
H 21.5629 9.3998 15.4189 0.3 0.6 -0.2 0.468
H 20.5749 10.0970 16.6560 0.3 -0.2 0.2 0.459
H 21.6837 11.6938 13.2687 -0.2 0.1 -0.1 0.338
H 23.0881 11.4757 14.3516 0.0 -0.5 -0.4 0.496
H 22.4858 13.0565 14.2469 -0.7 -0.3 -0.3 0.373
H 22.5379 12.9922 16.6931 0.3 -0.7 0.2 0.377
H 23.0016 11.1977 16.8632 -0.3 0.6 -0.3 0.416
H 21.5565 11.8488 17.6262 0.0 0.0 0.2 0.419
H 18.2759 14.3711 15.6406 0.3 0.6 0.0 0.450
H 17.9874 13.0532 16.8488 0.1 0.5 -0.4 0.470
H 16.9248 13.3296 15.5094 0.0 -0.4 -0.4 0.395
C 15.5699 24.9254 13.6764 0.7 -0.5 1.1 -1.622
C 16.6990 24.1745 12.9365 -1.4 -1.3 -0.9 1.207
C 18.0671 24.7139 13.1277 0.1 1.1 2.5 -1.188
C 19.1904 23.8376 12.7335 1.4 -1.2 -2.4 -0.816
C 19.1323 22.4996 13.4334 0.7 -0.3 2.1 -1.355
C 17.8227 21.7184 13.2959 0.6 2.2 -0.7 2.126
N 16.7270 22.7447 13.4084 -8.0 -3.3 0.1 0.275
O 15.5204 22.2048 13.6949 7.0 3.4 -1.2 0.068
C 17.5554 20.6890 14.3105 0.3 -2.4 0.7 -1.697
C 17.7777 21.1291 11.8820 0.1 -1.6 -0.6 -1.582
C 16.3721 24.1045 11.3639 -0.3 -1.0 0.7 -1.287
H 14.5284 24.6161 13.6238 0.2 -0.4 -0.9 0.322
H 15.6310 25.9574 13.3623 0.1 0.3 0.2 0.468
H 15.7728 24.8040 14.7548 0.2 0.6 -0.3 0.419
H 18.2468 24.8326 14.2067 -0.4 0.3 0.1 0.383
H 17.9883 25.7270 12.7698 0.7 0.4 -0.6 0.467
H 20.1702 24.2250 13.0297 -0.3 0.5 -0.3 0.533
H 19.2247 23.6580 11.6257 0.1 0.3 0.8 0.314
H 19.4016 22.6806 14.4908 -1.0 0.3 0.2 0.435
H 19.9868 21.8256 13.3108 -0.2 0.0 -1.2 0.600
H 17.3516 21.0860 15.3009 -0.2 0.2 0.0 0.651
H 18.4057 19.9840 14.4231 0.0 0.7 -0.3 0.223
H 16.7723 20.0005 13.9628 -0.2 0.5 0.4 -0.117
H 17.8404 21.7197 10.9656 0.0 0.6 0.6 0.504
H 16.9515 20.4054 11.7463 0.2 0.4 0.3 0.235
H 18.7166 20.5528 11.9141 -0.3 -0.1 -0.3 0.419
H 15.6871 23.2326 11.2172 0.5 0.9 -0.2 0.306
H 17.2971 23.9891 10.7765 -0.5 0.0 0.3 0.298
H 15.8657 25.0439 11.1067 0.2 -0.3 0.1 0.465
C 20.7895 17.9284 16.5112 -1.8 0.7 0.4 -0.423
N 19.9401 18.2194 17.7463 -1.7 -0.6 1.2 0.306
C 20.3342 17.3031 18.8955 2.4 0.8 -0.6 -0.952
C 20.0503 19.6936 18.2200 1.0 -1.1 -1.1 -0.891
C 18.3752 17.8010 17.4459 2.1 -0.1 0.3 0.249
C 17.3749 18.6888 18.1408 -0.6 0.5 -2.1 -0.333
O 17.4702 18.7233 19.5150 -0.3 -0.4 1.0 -0.529
H 21.8152 18.1990 16.7462 0.0 0.0 -0.3 0.351
H 20.3061 18.5130 15.6944 0.8 -0.3 0.5 0.126
H 20.6405 16.8766 16.2566 0.3 0.1 0.1 0.093
H 20.4108 16.2631 18.5854 -0.9 0.0 -0.1 0.278
H 19.7303 17.5254 19.7610 -0.2 -0.2 0.1 0.386
H 21.4149 17.4900 19.1120 -0.8 0.4 0.1 0.424
H 19.4245 19.9393 19.0601 -0.1 -0.5 0.4 0.386
H 19.7216 20.2869 17.3855 0.1 0.4 -0.4 0.318
H 21.1155 19.8945 18.4379 -0.6 -0.1 -0.1 0.376
H 18.3162 16.7686 17.8282 0.0 0.4 -0.4 0.049
H 18.3078 17.8156 16.3535 -0.3 0.0 0.2 0.024
H 16.3934 18.3493 17.7485 0.4 0.0 0.4 0.161
H 17.4930 19.7047 17.7125 -0.1 -0.2 0.4 0.207
H 16.7354 18.2285 19.9136 0.4 0.3 -0.1 0.367
C 12.6619 21.2665 14.3626 -1.7 -2.0 0.0 -0.774
N 12.0762 20.3428 15.4399 -0.3 1.7 1.2 0.213
C 13.2379 19.7431 16.2248 -1.4 -0.1 -0.5 -0.574
C 11.2472 21.1905 16.4708 0.7 -1.0 -1.9 -0.890
C 11.1000 19.3168 14.9136 -0.1 -1.2 -1.4 -0.875
C 11.5598 18.2380 13.8962 1.2 -0.1 1.4 -0.455
O 12.3556 17.2802 14.6498 0.3 0.1 -0.8 0.563
H 13.3349 20.5916 13.8626 0.7 0.3 -0.5 0.076
H 13.1223 22.1270 14.8088 0.1 0.3 0.2 0.548
H 11.8408 21.4803 13.6663 0.3 0.4 0.3 0.267
H 13.8212 19.2222 15.4832 0.5 -0.3 0.2 0.205
H 12.7097 19.0610 16.8891 0.7 -0.2 0.3 0.306
H 13.7976 20.5151 16.7775 -0.4 -0.2 -0.4 0.417
H 11.9372 21.8733 16.9036 0.4 0.8 0.3 0.426
H 10.9226 20.5033 17.2379 -0.5 0.0 0.0 0.405
H 10.4770 21.6825 15.8702 -0.1 -0.1 0.6 0.383
H 10.2722 19.7730 14.3517 0.1 0.7 0.9 0.361
H 10.7422 18.7228 15.7642 -0.1 0.6 0.0 0.343
H 12.2135 18.6283 13.1058 -0.6 0.0 0.0 0.371
H 10.6456 17.7505 13.4885 0.6 0.3 0.3 0.248
H 13.3063 17.3673 14.3478 -1.0 -0.1 0.2 -0.427
C 12.9244 12.5517 16.5888 -0.6 -0.1 0.4 -1.501
C 12.2117 13.6190 15.7709 0.1 -0.7 0.3 0.933
C 10.7108 13.3804 15.7175 1.0 0.8 -0.2 -0.869
O 10.2072 14.4950 15.0145 -1.1 0.5 -0.3 -0.116
C 8.7708 14.5813 15.0080 -0.9 -0.4 0.5 -0.943
N 12.4308 14.9020 16.4574 0.0 2.4 -0.1 0.133
H 13.4508 15.1755 16.5940 -0.8 -0.3 -0.2 -0.174
H 11.9923 15.7197 15.9424 0.6 -0.9 0.0 0.024
H 11.9351 14.9075 17.3568 0.4 -0.3 0.0 0.476
H 12.4322 12.4580 17.5709 0.2 0.2 -0.2 0.408
H 13.9791 12.7792 16.7751 -0.1 -0.2 -0.3 0.359
H 12.7642 11.5779 16.1368 0.4 -0.1 -0.2 0.442
H 12.5636 13.6818 14.7311 0.2 0.3 0.4 -0.364
H 10.3267 13.2631 16.7347 -0.4 0.1 -0.1 0.496
H 10.6097 12.4825 15.1508 -0.6 -0.9 -0.3 0.394
H 8.2723 13.7246 14.5154 0.5 0.1 0.2 0.311
H 8.3430 15.4655 14.5160 1.0 0.0 -0.1 0.286
H 8.3885 14.6470 16.0365 0.2 -0.2 -0.1 0.368
Br 14.6876 18.4896 12.7517 0.3 0.0 -0.2 -0.810
Br 15.5655 16.2701 16.0211 -0.4 -0.1 0.0 -0.690
Br 18.6003 16.7743 13.4283 0.3 0.0 -0.2 -0.728
```
Positions in Å, forces in eV/Å.